[1]
Computed, not measured: a molecular structure, C24H53Hg2NO10S4, with ωB97M-V/def2-TZVPD.

Expectation value of S²: 0.76
2S+1: 2
E_tot: -99385.7840 eV
Orbital gap (alpha / beta): 3.903 / 3.717 eV
Net charge: +1

Each line ends with the Mulliken spin population.
Cartesian coordinates (Å):
Hg  -1.694  -4.513  2.501  0.88
Hg  -1.754  -4.714  -1.195  0.05
C  -0.553  -2.014  0.219  0.01
O  -0.788  -3.319  0.662  0.07
H  -0.123  -1.263  0.882  0.00
H  0.163  -2.252  -0.568  0.03
H  -1.472  -1.668  -0.252  -0.01
C  0.983  -5.052  -2.486  0.00
O  -0.106  -5.904  -2.561  -0.02
H  1.951  -5.552  -2.541  0.00
H  0.984  -4.239  -3.212  0.00
H  0.993  -4.741  -1.442  0.00
C  -2.820  3.180  2.937  0.00
C  -1.461  3.392  2.168  0.00
N  -1.773  3.187  0.782  0.00
C  -0.844  2.412  0.029  0.00
C  0.406  3.313  -0.460  0.00
C  -2.450  4.402  0.224  0.00
C  -2.902  4.239  -1.255  0.00
H  -3.445  2.336  2.646  0.00
H  -3.513  4.014  2.827  0.00
H  -2.643  3.051  4.005  0.00
H  -0.908  4.314  2.346  0.00
H  -0.763  2.614  2.478  0.00
H  -0.565  1.465  0.492  0.00
H  -1.441  2.063  -0.813  0.00
H  0.236  4.162  -1.123  0.00
H  0.823  3.882  0.371  0.00
H  1.227  2.756  -0.911  0.00
H  -1.628  5.115  0.289  0.00
H  -3.348  4.665  0.782  0.00
H  -3.032  5.225  -1.700  0.00
H  -3.745  3.552  -1.318  0.00
H  -2.207  3.857  -2.003  0.00
C  -5.471  0.613  1.465  0.00
C  -4.350  0.543  0.477  0.00
C  -5.043  0.878  -0.847  0.00
S  -6.605  -0.068  -0.967  0.00
O  -6.293  -1.403  -1.399  0.00
O  -7.719  0.784  -1.368  0.00
C  -6.765  -0.042  0.849  0.00
H  -5.687  1.651  1.721  0.00
H  -5.150  0.049  2.340  0.00
H  -3.852  -0.426  0.448  0.00
H  -3.642  1.356  0.639  0.00
H  -4.372  0.903  -1.706  0.00
H  -5.389  1.911  -0.817  0.00
H  -6.976  -1.071  1.138  0.00
H  -7.735  0.441  0.963  0.00
C  4.293  -0.676  -0.700  0.00
C  5.812  -0.395  -0.864  0.00
C  6.487  -1.197  0.167  0.00
S  5.330  -2.631  0.535  0.00
O  4.868  -2.469  1.872  0.00
O  5.846  -3.957  0.090  0.00
C  4.014  -2.184  -0.652  0.00
H  3.737  -0.001  -1.351  0.00
H  3.956  -0.352  0.284  0.00
H  6.015  0.652  -0.639  0.00
H  6.106  -0.623  -1.888  0.00
H  6.614  -0.763  1.158  0.00
H  7.445  -1.605  -0.154  0.00
H  3.024  -2.489  -0.311  0.00
H  4.322  -2.757  -1.527  0.00
C  1.371  1.194  -4.651  0.00
C  0.779  0.349  -3.453  0.00
C  1.168  -1.104  -3.741  0.00
S  2.655  -1.245  -4.886  0.00
O  2.091  -1.659  -6.183  0.00
O  3.698  -2.025  -4.135  0.00
C  2.895  0.698  -4.817  0.00
H  1.200  2.216  -4.314  0.00
H  0.792  1.092  -5.569  0.00
H  -0.306  0.403  -3.360  0.00
H  1.170  0.727  -2.509  0.00
H  0.400  -1.720  -4.208  0.00
H  1.449  -1.611  -2.818  0.00
H  3.419  0.958  -5.736  0.00
H  3.432  0.941  -3.901  0.00
C  2.096  -0.216  3.503  0.00
C  1.285  0.084  4.761  0.00
C  -0.005  -0.856  4.786  0.00
S  0.772  -2.449  4.414  0.01
O  -0.154  -3.242  3.572  -0.02
O  1.335  -3.151  5.539  0.00
C  2.214  -1.770  3.427  0.00
H  3.076  0.250  3.604  0.00
H  1.634  0.139  2.582  0.00
H  0.972  1.126  4.820  0.00
H  1.965  -0.109  5.591  0.00
H  -0.633  -0.658  3.918  0.00
H  -0.731  -0.839  5.599  0.00
H  2.221  -2.200  2.426  0.00
H  3.132  -1.959  3.982  0.00

---

[2]
Computed, not measured: 6 unconnected molecules or ions with the total composition C24H53N3O5PS, with ωB97M-V/def2-TZVPD.

2S+1: 1
E_tot: -60569.3626 eV
Orbital gap: 8.526 eV
Net charge: +1
Energy above the lowest of the compared OMol25 structures with the same formula, charge and spin: 511.9 kJ/mol

Each line ends with the Mulliken charge.
Cartesian coordinates (Å):
N  -0.913  -1.226  0.265  -0.53
C  -0.681  -2.710  0.528  0.20
C  -0.755  -2.914  2.155  -0.85
N  -0.258  -4.254  2.649  -0.30
C  1.099  -4.624  2.096  -0.62
C  1.648  -3.665  0.886  -0.21
P  2.658  -2.250  1.694  0.14
S  3.782  -1.260  0.438  -0.34
N  0.599  -3.211  -0.104  -0.10
H  -1.538  -1.098  -0.587  0.29
H  0.003  -0.746  0.082  0.26
H  -1.575  -3.280  -0.010  0.23
H  -1.915  -2.868  2.437  0.35
H  -0.273  -1.982  2.706  0.22
H  -0.133  -4.212  3.705  0.35
H  1.107  -5.731  1.717  0.26
H  1.885  -4.543  2.988  0.39
H  2.436  -4.307  0.259  0.42
H  3.578  -2.900  2.638  0.12
H  1.818  -1.381  2.525  0.09
H  0.339  -4.052  -0.700  0.31
H  1.006  -2.510  -0.795  0.28
C  -0.681  1.277  -3.488  -0.22
C  0.741  1.409  -3.969  -0.58
C  1.420  0.251  -3.271  -0.33
O  0.433  -0.778  -3.116  -0.37
C  -0.855  -0.225  -3.421  -0.35
H  -1.413  1.761  -4.141  0.38
H  -0.776  1.710  -2.485  -0.02
H  0.780  1.265  -5.055  0.31
H  1.196  2.375  -3.735  0.32
H  1.764  0.536  -2.271  0.17
H  2.272  -0.138  -3.836  0.28
H  -1.173  -0.631  -4.387  0.28
H  -1.577  -0.530  -2.659  0.15
C  -2.814  -6.509  -1.019  -0.56
C  -2.514  -6.877  -2.449  -0.58
C  -1.126  -6.304  -2.639  -0.29
O  -0.477  -6.356  -1.361  -0.43
C  -1.460  -6.661  -0.362  -0.11
H  -3.584  -7.133  -0.557  0.39
H  -3.141  -5.464  -0.965  0.17
H  -2.486  -7.968  -2.554  0.25
H  -3.239  -6.483  -3.166  0.36
H  -1.168  -5.255  -2.950  0.17
H  -0.539  -6.863  -3.373  0.30
H  -1.292  -7.693  -0.033  0.30
H  -1.332  -5.996  0.496  0.07
C  4.227  1.022  6.013  -0.55
C  4.332  -0.329  6.673  -0.56
C  3.447  -1.182  5.791  -0.50
O  3.516  -0.626  4.470  -0.29
C  4.157  0.654  4.547  -0.42
H  5.059  1.691  6.246  0.34
H  3.296  1.513  6.320  0.26
H  5.367  -0.687  6.621  0.28
H  4.022  -0.332  7.720  0.33
H  2.402  -1.140  6.117  0.30
H  3.763  -2.229  5.767  0.29
H  5.159  0.553  4.116  0.29
H  3.595  1.384  3.958  0.22
C  -0.427  4.896  0.990  -0.60
C  0.680  4.035  1.541  -0.61
C  0.830  2.983  0.464  -0.17
O  0.475  3.606  -0.778  -0.37
C  -0.138  4.871  -0.495  -0.24
H  -0.445  5.907  1.404  0.41
H  -1.397  4.426  1.190  0.28
H  1.603  4.623  1.620  0.27
H  0.460  3.611  2.524  0.34
H  0.142  2.147  0.627  0.03
H  1.848  2.590  0.401  0.31
H  0.574  5.657  -0.773  0.26
H  -1.041  4.988  -1.100  0.13
C  -4.127  7.522  -2.755  -0.59
C  -4.194  6.926  -4.137  -0.51
C  -2.813  6.328  -4.292  -0.52
O  -2.377  5.944  -2.981  -0.35
C  -3.273  6.514  -2.017  -0.34
H  -5.106  7.671  -2.292  0.34
H  -3.614  8.490  -2.793  0.28
H  -4.951  6.133  -4.163  0.26
H  -4.434  7.653  -4.918  0.33
H  -2.102  7.065  -4.679  0.28
H  -2.806  5.456  -4.952  0.24
H  -3.884  5.702  -1.607  0.27
H  -2.700  6.966  -1.202  0.27

---

[3]
Computed, not measured: a molecular structure, C24H54F6HgNO15S7, with ωB97M-V/def2-TZVPD.

2S+1: 1
E_tot: -154276.9444 eV
Orbital gap: 4.553 eV
Net charge: +1
Energy above the lowest of the compared OMol25 structures with the same formula, charge and spin: 0.0 kJ/mol

Each line ends with the Mulliken charge.
Cartesian coordinates (Å):
Hg  -1.145  -3.576  1.181  1.65
C  2.723  -1.556  1.724  0.52
F  2.928  -2.779  1.295  -0.14
F  2.703  -1.582  3.062  -0.15
F  3.779  -0.767  1.431  -0.17
S  1.071  -0.799  1.002  0.33
O  0.369  -0.439  2.226  -0.76
O  1.380  0.341  0.126  -0.06
N  0.009  -1.965  0.293  0.21
S  0.058  -1.729  -1.261  -0.21
O  1.325  -1.346  -1.814  -0.28
O  -0.461  -2.907  -1.898  -0.27
C  -1.317  -0.354  -1.578  0.46
F  -1.323  0.001  -2.928  -0.02
F  -2.611  -0.774  -1.354  -0.27
F  -1.150  0.812  -0.870  -0.04
C  2.723  -4.536  -1.592  -0.55
S  1.513  -5.570  -0.709  0.25
O  0.605  -4.639  0.085  -0.43
C  0.394  -6.081  -2.054  -0.75
H  2.197  -3.615  -1.847  -0.07
H  3.166  -4.993  -2.476  0.50
H  3.541  -4.442  -0.877  0.29
H  -0.298  -6.831  -1.672  0.33
H  0.952  -6.547  -2.867  0.45
H  -0.286  -5.328  -2.450  0.05
C  -1.249  -4.073  4.941  -0.91
S  0.449  -3.835  4.376  0.34
O  0.190  -3.588  2.873  -0.50
C  0.678  -2.136  5.141  -0.57
H  -1.669  -5.071  4.812  0.35
H  -1.857  -3.386  4.352  0.24
H  -1.271  -3.687  5.960  0.38
H  0.682  -2.257  6.225  0.60
H  -0.185  -1.491  4.979  0.32
H  1.583  -1.560  4.947  -0.17
C  -2.889  3.929  -7.216  -0.97
S  -1.620  2.545  -7.187  0.39
O  -0.225  3.099  -6.813  -0.53
C  -2.169  1.694  -5.682  -0.72
H  -3.774  3.478  -7.664  0.37
H  -2.416  4.587  -7.945  0.34
H  -2.924  4.575  -6.339  0.30
H  -2.152  2.286  -4.766  0.12
H  -1.710  0.832  -5.199  0.24
H  -3.232  1.483  -5.796  0.45
C  2.437  1.981  -2.543  -0.91
S  1.834  1.264  -4.100  0.69
O  1.473  2.382  -5.011  -0.60
C  3.419  0.568  -4.715  -1.10
H  2.985  1.240  -1.962  0.24
H  1.621  2.486  -2.025  0.05
H  3.256  2.670  -2.749  0.62
H  3.723  -0.155  -3.958  0.28
H  4.211  1.300  -4.870  0.35
H  3.319  0.116  -5.702  0.35
C  -3.416  -3.617  -3.029  -0.86
S  -3.075  -4.566  -1.508  0.67
O  -2.807  -3.559  -0.402  -0.72
C  -4.781  -5.184  -1.169  -1.10
H  -3.720  -4.275  -3.843  0.51
H  -2.539  -3.018  -3.275  0.10
H  -4.243  -2.936  -2.830  0.38
H  -5.336  -5.645  -1.987  0.41
H  -5.251  -4.273  -0.799  0.34
H  -4.920  -5.852  -0.319  0.34
O  1.442  2.534  3.843  -0.59
C  0.864  2.999  2.807  0.68
O  -0.487  3.162  2.826  -0.22
C  -1.257  2.741  3.875  0.05
C  -2.623  3.293  3.874  -1.31
C  1.661  3.377  1.574  -0.37
H  -0.756  3.020  4.802  0.37
H  -1.286  1.651  3.875  0.06
H  -2.473  4.372  3.842  0.32
H  -3.126  3.064  4.813  0.39
H  -3.142  3.078  2.939  0.26
H  2.670  3.141  1.912  0.18
H  1.439  4.413  1.319  0.40
H  1.339  2.734  0.754  -0.21
O  5.604  3.120  5.167  -0.62
C  5.617  2.264  4.217  0.71
O  4.686  1.430  3.911  -0.13
C  3.650  1.137  4.836  0.54
C  4.174  0.034  5.775  -1.37
C  6.739  2.406  3.144  -1.19
H  2.886  0.639  4.239  -0.38
H  3.128  1.964  5.318  0.41
H  4.634  -0.767  5.197  0.28
H  3.389  -0.339  6.434  0.38
H  5.025  0.377  6.362  0.42
H  7.645  2.757  3.638  0.33
H  6.522  3.084  2.319  0.30
H  7.059  1.530  2.579  0.33
O  -1.940  3.026  -2.277  -0.50
C  -2.504  3.389  -1.301  0.51
O  -3.849  3.565  -1.172  -0.39
C  -4.858  3.094  -2.048  -0.17
C  -5.158  1.618  -1.786  -0.89
C  -1.707  3.703  -0.039  -0.58
H  -4.649  3.196  -3.113  0.21
H  -5.721  3.733  -1.858  0.34
H  -4.984  1.324  -0.751  0.27
H  -4.351  1.140  -2.341  0.04
H  -6.182  1.285  -1.959  0.44
H  -1.315  2.826  0.476  -0.07
H  -2.246  4.193  0.772  0.45
H  -0.831  4.336  -0.180  0.34

---

[4]
Computed, not measured: a molecular structure, C24H55N5O11PtTi2, with ωB97M-V/def2-TZVPD.

Expectation value of S²: 24.76
2S+1: 10
E_tot: -105193.4679 eV
Orbital gap (alpha / beta): 5.703 / 4.835 eV
Net charge: +3

Each line ends with the Mulliken spin population.
Cartesian coordinates (Å):
Pt  7.460  -9.656  30.519  3.41
Ti  9.467  -10.401  33.405  2.17
Ti  10.680  -11.335  30.505  2.61
C  9.922  -14.664  38.713  0.00
C  10.881  -14.915  37.522  0.00
N  10.853  -13.794  36.402  -0.02
C  9.388  -13.650  35.898  0.00
C  11.296  -12.441  36.960  0.01
C  12.548  -12.407  37.784  0.01
C  11.772  -14.248  35.255  0.00
C  11.211  -15.336  34.320  0.01
O  11.347  -16.580  34.981  0.00
C  10.534  -17.597  34.351  0.00
H  10.156  -13.761  39.278  0.00
H  10.165  -15.445  39.433  0.00
H  8.846  -14.808  38.616  0.00
H  10.491  -15.839  37.096  0.00
H  11.937  -14.953  37.788  0.00
H  9.235  -13.104  34.968  0.03
H  8.773  -13.298  36.727  0.00
H  9.089  -14.669  35.650  0.00
H  10.534  -12.002  37.603  -0.01
H  11.468  -11.778  36.112  0.01
H  13.496  -12.640  37.300  0.00
H  12.547  -13.061  38.656  0.00
H  12.576  -11.368  38.112  0.00
H  12.710  -14.635  35.655  0.00
H  11.893  -13.388  34.597  0.01
H  11.966  -15.436  33.540  0.00
H  10.228  -15.130  33.897  0.00
H  10.798  -17.608  33.294  0.00
H  9.453  -17.531  34.469  0.00
H  10.783  -18.445  34.989  0.00
C  7.920  -15.976  27.859  0.00
C  7.652  -14.391  27.610  -0.01
N  6.142  -13.885  27.635  -0.01
C  5.477  -14.122  29.003  -0.04
C  6.216  -12.378  27.454  -0.02
C  6.615  -11.806  26.090  -0.02
C  5.296  -14.520  26.419  0.00
C  3.796  -13.987  26.132  0.00
O  3.827  -12.605  26.030  0.00
C  2.577  -12.002  26.357  0.00
H  8.979  -16.073  27.621  0.00
H  7.472  -16.647  27.127  0.00
H  7.767  -16.419  28.843  0.00
H  7.884  -14.097  26.586  0.00
H  8.209  -13.828  28.359  0.01
H  5.446  -15.180  29.263  0.00
H  4.453  -13.760  28.913  0.00
H  6.015  -13.498  29.717  0.04
H  6.944  -12.051  28.196  0.08
H  5.304  -11.975  27.894  -0.03
H  7.679  -11.777  25.859  0.00
H  6.187  -10.804  26.115  0.00
H  6.124  -12.209  25.204  0.00
H  5.432  -15.582  26.625  0.00
H  5.924  -14.307  25.554  0.00
H  3.224  -14.356  26.983  0.00
H  3.338  -14.315  25.199  0.00
H  1.856  -12.621  25.825  0.00
H  2.696  -11.020  25.898  0.00
H  2.253  -11.888  27.392  0.00
C  9.896  -8.783  31.181  -0.05
O  10.835  -9.358  31.770  0.02
O  9.557  -9.094  30.070  0.18
O  8.882  -8.518  31.817  0.23
C  8.348  -12.050  31.461  0.40
O  8.241  -11.746  30.255  -0.03
O  9.322  -12.532  32.026  -0.13
O  7.742  -11.195  32.124  0.15
O  6.420  -16.428  32.820  0.00
C  6.802  -15.330  32.416  0.00
N  7.891  -15.066  31.788  0.00
C  6.054  -14.150  32.846  0.00
H  8.546  -15.815  31.616  0.00
H  8.154  -14.103  31.636  -0.01
H  6.579  -13.707  33.692  0.00
H  5.034  -14.397  33.142  0.00
H  5.961  -13.407  32.054  0.00
O  6.491  -9.949  36.259  0.00
C  6.148  -10.747  35.379  0.00
N  7.061  -11.573  34.867  0.00
C  4.741  -10.844  34.768  0.00
H  7.973  -11.248  35.154  0.02
H  6.905  -11.758  33.886  0.00
H  4.797  -10.842  33.680  0.00
H  4.162  -10.011  35.168  0.00
H  4.248  -11.740  35.146  0.00
O  9.975  -16.615  30.744  0.00
C  10.931  -15.875  30.345  0.00
N  10.898  -14.583  30.401  0.02
C  12.029  -16.499  29.541  0.00
H  10.163  -14.126  30.921  -0.05
H  11.660  -14.019  30.052  0.00
H  12.424  -15.854  28.756  0.00
H  11.918  -17.524  29.189  0.00
H  12.905  -16.648  30.172  0.00